Formula: C3H5N3O
Source: OMol25
Level of theory: ωB97M-V with the def2-TZVPD basis set

Its SMILES is N/N=C1/CC=NO1. As for the LUMO energy: 0.8 eV. The HOMO energy comes out at -8.426 eV. The total energy is -9705.35676 eV. The value obtained for the gap between HOMO and LUMO is 9.18 eV. The energy above the lowest of the compared OMol25 structures with the same formula, charge and spin is 5.227 eV.

Last column: Mulliken charge in e.
Element x y z (Å)
N -2.05 0.62 0.90  -0.4314
N -1.40 -0.55 0.67  -0.4457
C -0.29 -0.33 0.04  0.3262
C 0.77 -1.44 -0.21  -0.2551
C 1.67 -0.30 -0.90  -0.1350
N 1.31 0.91 -0.82  -0.3883
O 0.18 1.01 -0.03  -0.2340
H -2.38 0.53 1.82  0.2306
H -1.37 1.47 0.61  0.3682
H 0.61 -2.36 -0.75  0.3445
H 1.18 -1.58 0.91  0.1897
H 2.64 -0.51 -1.23  0.4303